# 1
Entry from the OMol25 dataset: a gas-phase ion, CH6N3O (charge +1) (ωB97M-V/def2-TZVPD).

Results
- gap between HOMO and LUMO (alpha / beta) (eV) = 9.8 / 9.8
- largest force on an atom (hartree/bohr) = 0.1070
- SMILES = C/[N+](N)=N/O
- HOMO (alpha / beta) (eV) = -15.1795 / -15.1797
- energy above the lowest of the compared OMol25 structures with the same formula, charge and spin (kJ/mol) = 321.08
- E_tot (Eh) = -280.8111

```
! RIJCOSX wB97M-V def2-TZVPD def2/J DEFGRID3
* xyz 1 1
C 1.269 0.078 -0.722
N -0.071 -0.127 -0.055
N -0.094 -0.823 1.096
N -1.028 0.687 -0.553
O -2.126 0.497 0.162
H 1.154 0.718 -1.589
H 1.815 -0.871 -1.023
H 1.975 0.476 -0.038
H 0.834 -0.928 1.332
H -0.955 -0.891 1.657
H -2.774 1.184 -0.266
*
```

natural (NBO) population analysis, charges in e, atoms 1 to 4:
1. C -0.4522
2. N 0.1045
3. N -0.5645
4. N 0.1997

# 2
Entry from the OMol25 dataset: 2 unconnected molecules or ions with the total composition CH6N3OS (ωB97M-V/def2-TZVPD).

Results
- gap between HOMO and LUMO (alpha / beta) (eV) = 5.7 / 8.0
- largest force on an atom (hartree/bohr) = 0.0956
- HOMO (alpha / beta) (eV) = -9.3300 / -14.5108
- energy above the lowest of the compared OMol25 structures with the same formula, charge and spin (kJ/mol) = 110.01
- E_tot (Eh) = -678.9757

```
! RIJCOSX wB97M-V def2-TZVPD def2/J DEFGRID3
* xyz 1 3
C -0.172 0.726 0.719
N 2.315 0.015 -0.646
N -3.027 -0.678 0.349
N -0.326 -0.266 0.076
O 0.036 1.704 1.322
S -1.646 -1.397 -0.156
H 2.659 -0.366 -1.498
H 2.387 0.996 -0.798
H -3.607 -0.073 -0.197
H -3.001 -0.451 1.357
H 1.296 -0.226 -0.426
H 3.087 0.017 -0.102
*
```

natural (NBO) population analysis, charges in e, atoms 1 to 4:
1. C 0.7075
2. N -0.8691
3. N -1.0497
4. N -0.8963